Below is a molecular structure, C25H53ClFI2O17P2 at a distorted geometry, with properties calculated with ωB97M-V/def2-TZVPD.

For the total energy, the calculation gives -4101.53333 Ha. Its net charge is -1. As for the maximum force: 1.546 eV/Å. The highest occupied orbital energy is -3.84 eV.

Each line ends with the Mulliken charge.
Element x y z (Å)
C1 -5.6637 -1.9503 5.0697  -1.35
C2 -5.3208 -0.4726 4.8101  -0.55
P1 -4.5777 -0.3255 3.1074  -0.01
C3 -4.9403 1.4417 2.5863  -1.35
P2 -2.3246 -0.6409 3.2176  1.28
F1 -2.4908 -1.2221 4.8090  -0.45
C4 -2.1792 -0.0494 1.3744  -0.91
C5 -3.1587 -0.7262 0.4103  -0.66
C6 -2.5123 -0.8815 -0.9645  -0.79
Cl1 -2.3678 0.7462 -1.7441  -0.25
C7 -1.9338 1.0472 3.9860  -1.45
O1 -2.9888 1.5148 4.8404  -0.12
O2 -2.3806 1.9902 6.0348  -0.49
C8 -0.4105 -1.2073 3.1561  -1.55
I1 -0.0033 -2.5179 4.8925  0.00
C9 0.7058 -0.1697 3.1327  -0.34
C10 0.6642 0.9472 2.1120  -1.22
I2 2.6662 -1.1453 2.7241  -0.06
H1 -6.6318 -2.0557 5.5399  0.36
H2 -5.6416 -2.5109 4.1493  0.39
H3 -4.9000 -2.3715 5.7012  0.35
H4 -4.6140 -0.1724 5.5679  0.32
H5 -6.2041 0.1475 4.8845  0.57
H6 -5.5611 1.4475 1.7044  0.37
H7 -4.0510 2.0449 2.4783  0.31
H8 -5.5145 1.8932 3.3822  0.47
H9 -2.6083 -1.9902 2.7802  0.07
H10 -2.2498 1.0204 1.2746  0.57
H11 -1.2229 -0.4184 1.0462  0.36
H12 -4.0196 -0.1080 0.2288  0.28
H13 -3.4176 -1.7172 0.7525  0.34
H14 -3.1504 -1.4455 -1.6232  0.45
H15 -1.5235 -1.3005 -0.9093  0.39
H16 -1.7546 1.8427 3.2680  0.26
H17 -1.0776 1.0310 4.6450  0.90
H18 -2.7726 2.8640 6.1571  0.30
H19 -0.3041 -1.9021 2.3461  0.82
H20 0.8797 0.2377 4.1075  0.62
H21 -0.2402 1.5326 2.1220  0.12
H22 1.4961 1.6087 2.2910  0.34
H23 0.7947 0.5751 1.1087  0.45
C11 -10.6587 0.9829 5.7876  -0.60
O3 -11.3999 0.1582 4.8861  -0.33
C12 -10.6622 -0.7806 4.2857  0.82
O4 -9.4881 -0.9634 4.4486  -0.51
O5 -11.4566 -1.4787 3.4705  -0.33
C13 -10.7791 -2.5182 2.7593  -0.61
H24 -11.3645 1.6960 6.2042  0.20
H25 -10.2301 0.3868 6.5905  0.28
H26 -9.8716 1.5182 5.2606  0.29
H27 -10.3552 -3.2435 3.4505  0.28
H28 -9.9958 -2.1048 2.1275  0.30
H29 -11.5263 -3.0041 2.1384  0.20
C14 3.4354 4.2756 -3.4426  -0.42
O6 3.0078 3.1408 -2.6932  -0.29
C15 3.7504 2.8875 -1.6115  0.78
O7 4.7131 3.5227 -1.2609  -0.57
O8 3.2504 1.8189 -1.0059  -0.29
C16 3.9495 1.4163 0.1809  -0.40
H30 2.7632 4.3696 -4.2903  0.22
H31 3.3789 5.1816 -2.8419  0.31
H32 4.4493 4.1341 -3.8106  0.07
H33 3.9226 2.2077 0.9274  0.30
H34 4.9811 1.1586 -0.0539  0.38
H35 3.4381 0.5394 0.5732  -0.13
C17 5.9497 3.8978 -9.7616  -0.70
O9 6.7487 3.2385 -8.7778  -0.32
C18 6.1349 3.0581 -7.6051  0.82
O10 5.0136 3.4009 -7.3392  -0.54
O11 6.9805 2.4358 -6.7868  -0.32
C19 6.4486 2.1707 -5.4850  -0.56
H36 6.5581 3.9795 -10.6578  0.23
H37 5.0599 3.3131 -9.9879  0.31
H38 5.6689 4.8937 -9.4255  0.32
H39 5.5807 1.5177 -5.5482  0.30
H40 6.1860 3.0982 -4.9820  0.17
H41 7.2299 1.6700 -4.9217  0.26
C20 3.3007 -1.2861 -13.8666  -0.63
O12 4.2082 -1.5071 -12.7859  -0.32
C21 5.0498 -0.4984 -12.5604  0.80
O13 5.0949 0.5339 -13.1778  -0.54
O14 5.8294 -0.8303 -11.5333  -0.32
C22 6.7885 0.1676 -11.1777  -0.43
H42 2.6825 -2.1760 -13.9364  0.22
H43 2.6692 -0.4228 -13.6680  0.30
H44 3.8415 -1.1475 -14.8007  0.29
H45 6.2924 1.0882 -10.8785  0.11
H46 7.4705 0.3579 -12.0041  0.30
H47 7.3510 -0.2212 -10.3345  0.24
C23 2.5052 -2.9947 7.7308  -0.54
O15 3.3672 -3.8611 8.4862  -0.32
C24 4.3503 -4.4155 7.7869  0.77
O16 4.5771 -4.2555 6.6181  -0.54
O17 5.0607 -5.1938 8.6163  -0.33
C25 6.1569 -5.8562 7.9906  -0.62
H48 1.7582 -2.6164 8.4218  0.26
H49 3.0653 -2.1589 7.3179  0.31
H50 2.0065 -3.5385 6.9332  0.14
H51 6.8656 -5.1343 7.5888  0.29
H52 5.8078 -6.5157 7.1983  0.29
H53 6.6427 -6.4465 8.7628  0.21